{
  "formula": "C5H15NO2",
  "method": "ωB97M-V with the def2-TZVPD basis set",
  "species": ["H", "C", "O", "H", "N", "O", "C", "H", "C", "H", "H", "H", "H", "H", "C", "H", "H", "H", "H", "H", "H", "C", "H"],
  "positions_angstrom": [[0.06571, -1.18525, -3.36115], [-1.26150, 0.57074, 1.25081], [1.38235, 2.51307, -0.12787], [2.11341, 3.03675, 0.23498], [-0.61589, 1.52745, 0.40230], [0.43676, -2.06945, -3.29791], [0.37462, 2.42652, 0.88678], [0.97147, -2.29142, 0.78564], [1.06593, -1.49345, 0.04171], [1.33064, -1.90164, -2.97603], [-0.76579, -1.99798, -0.99339], [1.71202, -1.85039, -0.76337], [-2.31286, 0.83493, 1.44083], [-0.34190, -0.31488, -1.11196], [-1.27971, -0.90218, 0.74774], [-0.80285, 0.65346, 2.23906], [-0.97419, 1.70421, -0.51868], [-0.90420, -1.54958, 1.54591], [0.86763, 1.90447, 1.71359], [0.00422, 3.39732, 1.22000], [1.57261, -0.65450, 0.52262], [-0.33845, -1.16741, -0.43538], [-2.30001, -1.19079, 0.55379]],
  "forces_ev_per_angstrom": [[-0.2, 0.0, 0.0], [-0.7, 0.0, 0.4], [0.1, 0.8, 0.1], [-0.2, -0.1, -0.2], [0.2, 0.2, -0.1], [0.3, 0.1, -0.1], [0.6, -1.6, -0.1], [0.3, 0.0, -0.1], [0.0, -0.2, 0.1], [-0.1, -0.2, 0.0], [0.3, -0.2, -0.1], [0.0, 0.0, 0.1], [0.1, 0.1, 0.0], [0.1, 0.0, -0.1], [1.1, 0.4, 0.2], [0.2, -0.1, -0.1], [-0.2, 0.2, 0.1], [-0.4, 0.0, 0.2], [-0.4, 0.3, 0.5], [0.1, 0.4, -0.3], [-0.2, 0.1, -0.1], [-0.7, 0.0, 0.1], [-0.3, -0.1, -0.3]],
  "nbo_charge": [0.4672, -0.2066, -0.7288, 0.4640, -0.6664, -0.9302, 0.1148, 0.1975, -0.6004, 0.4666, 0.2170, 0.1953, 0.1705, 0.1913, -0.4124, 0.1911, 0.3798, 0.1979, 0.1478, 0.1352, 0.2076, -0.4003, 0.2015],
  "smiles": "CCCCNCO.O",
  "fmax_ev_per_a": 1.72,
  "orbital_gap_ev": 9.34,
  "relative_energy_kj_mol": 148.0,
  "homo_ev": -8.48
}

{
  "formula": "C5H15NO2",
  "method": "ωB97M-V with the def2-TZVPD basis set",
  "species": ["H", "H", "H", "O", "H", "H", "O", "C", "H", "H", "H", "C", "H", "C", "H", "C", "H", "H", "N", "C", "H", "H", "H"],
  "positions_angstrom": [[-0.38925, 1.11570, -0.74028], [4.19412, 2.85631, 4.04246], [-3.33560, -0.94830, 0.32662], [3.69141, 3.62537, 4.51612], [0.83920, -1.66903, -2.15941], [3.39536, 3.36058, 5.33702], [2.42847, -0.68435, 0.36270], [1.18674, 0.08819, 0.45940], [-3.80689, 0.58046, 0.00481], [-0.70088, -1.30775, -2.89693], [-2.78519, -1.22164, -1.73483], [-0.18329, -1.81806, -1.95912], [-2.05298, 0.26465, -2.08054], [-2.86308, -0.05364, -0.03654], [0.89066, 0.23056, -1.66836], [-2.18349, -0.33741, -1.23382], [0.56450, -0.37119, 1.38261], [-2.23868, 0.25182, 0.90633], [-0.79162, -0.97820, -0.84818], [0.29877, 0.19601, -0.74496], [2.26582, -1.42292, -0.17142], [-0.19300, -2.81847, -1.70588], [1.76889, 1.06131, 0.64219]],
  "forces_ev_per_angstrom": [[1.4, -1.1, 0.5], [-1.5, 2.1, 1.8], [0.1, -0.8, 0.2], [2.3, -0.8, -4.5], [1.4, 0.8, 0.5], [-0.7, -1.3, 2.7], [-1.3, 1.5, 0.2], [1.7, -0.2, 2.9], [1.6, -0.1, -0.8], [0.6, -2.1, 1.5], [1.3, 1.4, 0.7], [-2.3, 2.5, -0.8], [0.9, 1.7, -0.7], [-2.6, 2.2, 5.8], [-0.4, -0.3, 0.2], [0.2, -6.0, -1.5], [1.4, 1.6, -1.9], [-0.8, -0.1, -2.0], [2.7, 3.2, -4.6], [-2.4, 0.9, 0.8], [0.0, -2.0, -1.0], [-1.4, -2.5, -0.3], [-2.2, -0.7, 0.2]],
  "nbo_charge": [0.2505, 0.4750, 0.2477, -0.9441, 0.2239, 0.4693, -0.6841, -0.1373, 0.2879, 0.2666, 0.2423, -0.4579, 0.2539, -0.7010, 0.2497, -0.2498, 0.2027, 0.2431, 0.0794, -0.2861, 0.4522, 0.2557, 0.2604],
  "multiplicity": 2,
  "fmax_ev_per_a": 6.73,
  "orbital_gap_ev": [10.33, 5.07],
  "total_charge": 1,
  "relative_energy_kj_mol": 486.6,
  "homo_ev": [-13.27, -13.27]
}

{
  "formula": "C5H15NO4",
  "method": "ωB97M-V with the def2-TZVPD basis set",
  "species": ["C", "H", "H", "H", "H", "N", "H", "O", "H", "H", "H", "H", "H", "H", "H", "C", "O", "C", "H", "H", "O", "C", "O", "H", "C"],
  "positions_angstrom": [[1.76359, -1.29401, 0.24928], [-2.88618, 1.66504, 0.90637], [2.18234, 0.00900, -1.18366], [0.88886, 0.52384, 3.13317], [1.62687, 0.96937, 0.02382], [-2.49449, 1.86279, -0.01413], [-0.76727, 2.97987, -0.06853], [1.87707, -2.16743, -0.80528], [0.25502, 1.95787, -1.79739], [-1.30113, 1.24218, -2.25220], [1.99978, -3.04665, -0.41174], [-0.58504, 1.50938, 0.71404], [1.11127, 0.59757, 1.54518], [0.33967, -0.53927, -2.17461], [-1.46165, -2.78835, 1.70596], [0.05951, -0.07690, -1.22887], [-0.85356, -2.78034, 0.95825], [-0.55472, 1.31120, -1.45591], [-2.96249, 1.17941, -0.62372], [-0.69580, -0.79928, -0.90453], [1.94231, -1.63955, 1.37130], [1.36869, 0.02345, -0.44978], [1.27161, 1.00786, 2.39915], [-1.01571, -3.63676, 0.54238], [-1.10854, 1.92970, -0.17856]],
  "forces_ev_per_angstrom": [[-0.4, -0.5, -1.3], [0.1, 1.2, 0.4], [-0.2, 0.3, -0.3], [0.0, -0.5, -0.3], [-0.6, -0.1, 0.6], [0.0, -2.7, 0.4], [-0.1, 0.2, 0.1], [-0.1, -0.1, 0.6], [-0.2, 0.1, -0.2], [-0.1, 0.3, 0.1], [0.1, 0.0, -0.1], [-0.4, 0.2, 0.3], [0.0, -0.7, 0.9], [-0.2, 0.4, -0.3], [0.1, 0.0, 0.1], [-0.2, -0.1, -0.5], [-0.3, -0.1, -0.1], [0.4, -0.1, -0.3], [-0.1, 0.8, -0.6], [0.2, 0.2, 0.9], [0.0, 0.6, 0.3], [1.5, -0.8, -0.1], [-0.2, 1.3, -0.1], [0.1, 0.1, 0.0], [0.6, 0.2, -0.5]],
  "nbo_charge": [0.8086, 0.4189, 0.2744, 0.4904, 0.2321, -0.3032, 0.3320, -0.7080, 0.2422, 0.2368, 0.5042, 0.3236, 0.4634, 0.2562, 0.4762, -0.4136, -0.9529, -0.4234, 0.4106, 0.2364, -0.5391, -0.5840, -0.9427, 0.4803, -0.3196],
  "multiplicity": 2,
  "fmax_ev_per_a": 2.71,
  "orbital_gap_ev": [9.99, 4.73],
  "total_charge": 1,
  "relative_energy_kj_mol": 47.9,
  "homo_ev": [-13.48, -13.48]
}

{
  "formula": "C5H15NP",
  "method": "ωB97M-V with the def2-TZVPD basis set",
  "species": ["H", "H", "N", "H", "H", "P", "C", "H", "H", "H", "H", "H", "C", "H", "C", "H", "H", "C", "H", "H", "C", "H"],
  "positions_angstrom": [[-2.68180, -1.43793, -0.34057], [-3.13638, 0.18252, -0.39956], [-0.27660, 1.10252, 0.88061], [-2.35469, -0.39254, -1.95516], [0.82528, 0.36323, -1.72771], [-0.31161, -0.31422, 0.13530], [-0.17637, -1.59580, 1.42762], [0.01150, 2.38084, -0.70200], [-1.21619, 2.84019, 0.57499], [-0.08150, 1.10112, 1.87757], [-0.97533, -1.28689, 2.13680], [0.41431, 2.99006, 0.82871], [2.35411, -0.33932, -0.37061], [-0.36046, -2.66589, 1.00542], [-0.34320, 2.44815, 0.34683], [3.22191, -0.41349, -1.12331], [2.42089, 0.59279, 0.07040], [-2.51732, -0.61430, -0.86538], [0.89538, -1.59482, 1.95278], [2.49637, -1.05210, 0.41541], [1.03709, -0.42666, -1.08479], [0.84730, -1.35006, -1.56646]],
  "forces_ev_per_angstrom": [[-0.8, -4.3, 1.0], [0.7, -0.2, -0.3], [0.5, 0.2, 2.1], [-0.3, -1.2, 1.2], [0.0, 1.4, -1.5], [-2.7, -1.4, -1.7], [1.3, -0.8, 0.3], [-1.0, 0.6, 0.3], [-4.3, 2.1, 0.2], [-0.2, -0.3, -0.2], [0.6, -0.6, -0.2], [1.0, 1.0, 0.7], [1.7, -0.9, -2.3], [0.2, 2.0, 0.7], [4.2, -2.7, -2.1], [-1.3, 0.0, 1.2], [0.4, 2.1, 0.9], [3.3, 5.7, -0.8], [-2.4, 0.1, -1.1], [0.1, -0.7, 0.2], [-1.0, -0.9, 2.1], [0.0, -1.0, -0.8]],
  "nbo_charge": [0.1980, 0.2225, -0.9930, 0.2487, 0.2447, 1.5774, -1.0071, 0.2041, 0.2082, 0.4259, 0.2700, 0.2178, -0.6194, 0.2941, -0.3818, 0.2550, 0.2155, -0.6128, 0.2829, 0.2188, -0.7207, 0.2513],
  "fmax_ev_per_a": 6.57,
  "orbital_gap_ev": 9.86,
  "total_charge": 1,
  "relative_energy_kj_mol": 133.9,
  "homo_ev": -13.39
}

{
  "formula": "C5H15NSi",
  "method": "ωB97M-V with the def2-TZVPD basis set",
  "species": ["C", "C", "H", "H", "H", "H", "H", "H", "C", "H", "H", "H", "H", "H", "H", "H", "N", "H", "H", "Si", "C", "C"],
  "positions_angstrom": [[-2.12285, -1.12286, -0.47274], [1.28071, 2.44159, -0.13148], [-1.59645, 0.96778, -1.18174], [-0.89185, 0.59837, 1.67112], [-3.16641, -1.06663, -0.86608], [-1.84100, 1.81803, 0.87262], [-2.64169, 0.30939, 1.59685], [2.75932, -2.36773, -0.27572], [-1.74409, 0.79534, 1.06421], [0.48622, -0.35290, -2.20601], [-2.00182, -1.65273, 0.39698], [0.32914, 2.83072, -0.50533], [0.65000, -1.94455, 0.30145], [2.04627, 2.78033, -0.68919], [2.81986, -1.68951, 1.23887], [1.50787, 2.32025, 0.94214], [1.16960, -1.07669, 0.39823], [3.06139, -0.66086, -0.05585], [-1.70928, -1.69882, -1.35457], [0.48025, 0.09377, -0.71913], [2.52009, -1.53398, 0.29055], [-1.39528, 0.21167, -0.31517]],
  "forces_ev_per_angstrom": [[0.0, 0.7, -4.7], [-3.4, -4.3, 0.9], [-0.5, -1.2, 1.3], [0.6, 0.2, 1.0], [0.4, 0.4, 1.2], [-0.5, 1.7, 0.6], [1.1, 0.9, -1.1], [0.0, -1.6, -1.5], [-0.5, -1.7, -0.3], [0.3, 0.5, 0.8], [-0.1, -1.6, 2.0], [0.2, 0.3, 0.8], [-0.9, 0.3, 0.4], [2.7, 0.9, -1.9], [1.6, -0.8, 3.3], [-0.6, 0.4, -0.7], [-1.7, -0.7, -1.4], [0.8, -0.1, -0.3], [0.1, 0.2, 1.0], [0.0, 1.6, 0.9], [0.2, 3.3, -0.9], [0.1, 0.7, -1.5]],
  "nbo_charge": [-0.6129, -0.8328, 0.2088, 0.2100, 0.2183, 0.2140, 0.2072, 0.1794, -0.6150, -0.2066, 0.2031, 0.2019, 0.3727, 0.1837, 0.1854, 0.2155, -1.0601, 0.1834, 0.1977, 1.4060, -0.3987, -0.6611],
  "fmax_ev_per_a": 5.59,
  "orbital_gap_ev": 9.65,
  "relative_energy_kj_mol": 279.4,
  "homo_ev": -8.68
}

{
  "formula": "C5H15NSi",
  "method": "ωB97M-V with the def2-TZVPD basis set",
  "species": ["H", "C", "H", "H", "H", "H", "H", "C", "H", "C", "Si", "H", "H", "H", "N", "H", "C", "C", "H", "H", "H", "H"],
  "positions_angstrom": [[1.17287, -2.07226, -0.78324], [-1.06438, -0.08805, -2.51450], [-0.52612, 0.80027, -2.93887], [1.63497, 1.26810, -1.73583], [-0.56285, -0.99347, -2.82434], [1.42732, -0.29369, 3.57317], [-2.28909, -1.55064, -0.43097], [0.12003, -0.29588, 1.86663], [2.07917, -0.83984, 2.09996], [-2.25382, -0.46862, -0.45990], [0.34516, -0.10568, -0.08722], [-3.12166, -0.04534, -0.92284], [2.56244, 1.00779, -0.22090], [-2.19065, 0.11458, -2.77711], [-1.10421, -0.05244, -1.07196], [-0.59332, 0.26071, 2.52279], [1.52273, 0.01311, 2.50159], [1.53955, 1.19768, -0.52758], [-2.27541, -0.18995, 0.60970], [1.08880, 2.12187, -0.23418], [1.80339, 0.96594, 2.52103], [0.02284, -1.38954, 2.08377]],
  "forces_ev_per_angstrom": [[-0.9, 2.4, 1.0], [-1.7, 2.0, 0.1], [-0.2, -0.8, 0.4], [-0.4, -0.3, 2.7], [-0.4, -0.5, -0.8], [0.0, 0.4, -0.6], [-0.7, -0.7, -0.2], [0.6, 0.0, 0.2], [1.3, 1.1, -0.2], [-1.6, -1.2, 2.2], [-0.5, -3.0, -0.3], [-0.8, 0.1, -0.3], [0.0, 0.3, 0.5], [2.2, -1.0, -0.4], [4.0, 2.1, 0.6], [-0.1, -0.3, -1.3], [-2.6, -5.8, 1.2], [0.6, -0.4, -3.8], [-0.1, 0.1, -0.4], [0.2, 0.9, 0.5], [1.8, 3.7, -0.7], [-0.5, 0.9, -0.4]],
  "nbo_charge": [-0.3379, -0.4081, 0.1956, 0.2569, 0.2053, 0.2045, 0.1683, -0.8908, 0.2216, -0.3938, 1.7201, 0.1888, 0.2641, 0.2001, -0.8851, 0.2381, -0.6143, -1.2206, 0.1994, 0.2453, 0.2023, 0.2402],
  "fmax_ev_per_a": 6.46,
  "orbital_gap_ev": 9.00,
  "relative_energy_kj_mol": 308.6,
  "homo_ev": -8.08
}

- What is the formula in the fifth record?
  C5H15NSi